1.
Here is a cluster of 2 separate species, CH5S in total from OMol25. Energies are from wB97M-V/def2-TZVPD.

Calculated values
**⟨S²⟩**: 0.75
**Kohn-Sham gap (alpha / beta)**: 11.0959 / 7.1619 eV
**HOMO energy (alpha / beta)**: -10.1 / -9.7 eV
**2S+1**: 2

CARTESIAN COORDINATES (ANGSTROEM)
S1 -0.1440 1.4212 1.2788
C1 0.0733 -0.7887 -0.7155
H1 0.9788 -0.6865 -0.1117
H2 0.1663 -1.5906 -1.4376
H3 -0.1032 0.1817 -1.1764
H4 -0.2294 2.4046 2.1757
H5 -0.7418 -0.9417 -0.0133

=====

2.
Here is a cluster of 2 separate species, CH5S2 in total from OMol25. Energies are from wB97M-V/def2-TZVPD.

Calculated values
**Kohn-Sham gap**: 6.5615 eV
**HOMO energy**: -2.8 eV
**Relative energy (zero: lowest compared OMol25 entry of this formula, charge and spin)**: 17.2 kJ/mol
**Charge**: -1

CARTESIAN COORDINATES (ANGSTROEM)
S1 -1.1672 0.4742 0.7342
S2 2.0187 -0.4832 -0.1849
C1 -1.7585 -0.0656 -0.9072
H1 -2.3080 0.7611 -1.3656
H2 -0.9448 -0.3640 -1.5601
H3 -2.4156 -0.9171 -0.7786
H4 2.4624 0.5734 -0.8595
H5 0.7295 0.0396 0.2148

=====

3.
Here is a cluster of 2 separate species, CH5S3 in total in a non-equilibrium geometry from OMol25. Energies are from wB97M-V/def2-TZVPD.

Calculated values
**Kohn-Sham gap**: 6.1526 eV
**HOMO energy**: -2.6 eV
**Relative energy (zero: lowest compared OMol25 entry of this formula, charge and spin)**: 17.6 kJ/mol
**Charge**: -1

CARTESIAN COORDINATES (ANGSTROEM)
S1 -0.2667 1.2928 -0.8704
S2 -3.2405 0.6887 0.6965
S3 0.8627 0.5636 0.7166
C1 1.8648 -0.7627 -0.0259
H1 1.3017 -1.6842 -0.0543
H2 -1.8554 0.8702 0.4379
H3 -3.5465 0.3944 -0.5653
H4 2.6955 -0.9042 0.6736
H5 2.1845 -0.4588 -1.0088

=====

4.
Here is a structure of composition CH6AgB from OMol25. Energies are from wB97M-V/def2-TZVPD.

Calculated values
**Kohn-Sham gap**: 6.0637 eV
**HOMO energy**: -8.7 eV

CARTESIAN COORDINATES (ANGSTROEM)
Ag1 -2.2262 -1.6716 0.1269
C1 -0.5441 0.2580 -0.0178
B1 1.1161 0.1868 -0.0271
H1 -0.9756 0.2731 -1.0284
H2 -0.9985 1.0616 0.5659
H3 1.4930 -0.8950 -0.4504
H4 -0.7983 -0.7113 0.5401
H5 1.5282 0.4111 1.0987
H6 1.4054 1.0874 -0.8078

=====

5.
Here is a cluster of 2 separate species, CH6BNO in total in a non-equilibrium geometry from OMol25. Energies are from wB97M-V/def2-TZVPD.

Calculated values
**Kohn-Sham gap**: 9.3832 eV
**HOMO energy**: -9.0 eV
**Relative energy (zero: lowest compared OMol25 entry of this formula, charge and spin)**: 607.9 kJ/mol

CARTESIAN COORDINATES (ANGSTROEM)
O1 -1.0401 -0.0698 -0.4464
N1 -2.1075 0.0042 0.5396
C1 1.4084 0.0721 -0.9038
B1 0.1528 -0.2745 -0.0147
H1 1.3855 1.1758 -0.7547
H2 1.3005 0.0427 -2.0167
H3 -2.2136 0.9730 0.6804
H4 0.5006 -1.0694 2.0350
H5 -1.7389 -0.5425 1.4178
H6 2.3523 -0.3115 -0.5365

=====

6.
Here is a cluster of 2 separate species, CH6BNO in total in a non-equilibrium geometry from OMol25. Energies are from wB97M-V/def2-TZVPD.

Calculated values
**Kohn-Sham gap (alpha / beta)**: 6.3132 / 7.2881 eV
**HOMO energy (alpha / beta)**: -6.8 / -7.5 eV
**Relative energy (zero: lowest compared OMol25 entry of this formula, charge and spin)**: 728.1 kJ/mol

CARTESIAN COORDINATES (ANGSTROEM)
O1 -0.6040 -1.4167 -0.4037
N1 -1.7377 -1.5910 -1.0662
C1 1.1193 0.9649 0.8844
B1 -0.3354 0.6942 0.5540
H1 1.6830 0.0715 0.9886
H2 -2.1711 -2.4934 -0.7618
H3 1.3412 1.6357 1.8208
H4 -1.1068 1.1981 -0.0530
H5 -1.6218 -1.6487 -2.0393
H6 1.3771 1.5923 0.0552

=====

7.
Here is a structure of composition CH6BrPSi2 in a non-equilibrium geometry from OMol25. Energies are from wB97M-V/def2-TZVPD.

Calculated values
**Kohn-Sham gap (alpha / beta)**: 7.6442 / 7.6280 eV
**HOMO energy (alpha / beta)**: -9.2 / -8.8 eV
**Relative energy (zero: lowest compared OMol25 entry of this formula, charge and spin)**: 297.2 kJ/mol

CARTESIAN COORDINATES (ANGSTROEM)
Br1 -3.6791 -0.2736 0.0028
P1 -2.0835 1.2128 0.1692
Si1 0.0009 -1.7243 0.0974
Si2 1.2832 1.4573 -0.1157
C1 0.0545 0.1199 0.1615
H1 1.3808 -2.3031 0.0651
H2 -0.9939 -1.7939 -1.0120
H3 1.5698 1.6526 -1.5054
H4 2.5796 1.4637 0.6575
H5 0.4649 2.7188 0.0861
H6 -0.5772 -2.5301 1.3935

=====

8.
Here is a cluster of 2 separate species, CH6ClN2S in total in a non-equilibrium geometry from OMol25. Energies are from wB97M-V/def2-TZVPD.

Calculated values
**Kohn-Sham gap (alpha / beta)**: 6.4047 / 6.3948 eV
**HOMO energy (alpha / beta)**: -13.9 / -13.9 eV
**Relative energy (zero: lowest compared OMol25 entry of this formula, charge and spin)**: 144.2 kJ/mol
**Charge**: +1

CARTESIAN COORDINATES (ANGSTROEM)
Cl1 1.0950 1.9743 0.1647
S1 2.0244 -1.4065 -0.0554
N1 0.6209 -0.6822 0.3272
N2 -1.3924 0.3082 0.1333
C1 -0.4693 -0.5976 -0.4781
H1 0.2392 2.6935 -0.3575
H2 2.7971 -1.2518 1.0283
H3 -0.4517 -0.2824 -1.4257
H4 -0.9660 -1.6106 -0.4401
H5 -2.3563 0.1186 0.0112
H6 -1.1408 0.7366 1.0922

=====

9.
Here is a structure of composition CH6F3O14P2SZr in a non-equilibrium geometry from OMol25. Energies are from wB97M-V/def2-TZVPD.

Calculated values
**⟨S²⟩**: 0.76
**Kohn-Sham gap (alpha / beta)**: 4.1436 / 4.1237 eV
**HOMO energy (alpha / beta)**: -0.2 / -0.2 eV
**Charge**: -2
**2S+1**: 2

CARTESIAN COORDINATES (ANGSTROEM)
Zr1 -0.7839 0.5085 -0.4842
S1 1.9400 -1.5448 0.6141
P1 -0.7167 -1.5706 -2.5576
P2 -2.9446 2.0214 -0.9837
F1 4.0312 -1.6505 2.3446
F2 3.2358 0.4303 1.9303
F3 2.1358 -0.9445 3.2877
O1 1.1865 1.6520 -0.7545
O2 1.5379 -2.9483 0.8303
O3 -2.0665 -1.2809 -3.3027
O4 -2.1402 1.0959 -1.9447
O5 -1.0568 -1.4145 -1.0518
O6 0.8007 -0.5976 0.4793
O7 0.0957 -2.7686 -3.0192
O8 0.1030 -0.2224 -2.2679
O9 -1.5235 2.3674 -0.5519
O10 -0.2267 1.5258 1.5293
O11 -3.5749 2.0081 -2.4049
O12 2.8842 -1.3959 -0.4451
O13 -1.8415 -0.6234 1.4208
O14 -2.8854 0.4643 -0.8600
C1 2.8909 -0.8936 2.2007
H1 0.5885 1.9228 1.8359
H2 -0.8157 1.5752 2.2823
H3 -1.3998 -1.2388 2.0059
H4 -2.6738 -0.4352 1.8544
H5 2.0347 1.8813 -0.3747
H6 1.1853 2.0764 -1.6125

=====

10.
Here is a structure of composition CH6F6N5O2PPt in a non-equilibrium geometry from OMol25. Energies are from wB97M-V/def2-TZVPD.

Calculated values
**⟨S²⟩**: 0.76
**Kohn-Sham gap (alpha / beta)**: 7.2979 / 3.5976 eV
**HOMO energy (alpha / beta)**: -13.1 / -13.1 eV
**Relative energy (zero: lowest compared OMol25 entry of this formula, charge and spin)**: 44.8 kJ/mol
**Charge**: +1
**2S+1**: 2

CARTESIAN COORDINATES (ANGSTROEM)
Pt1 0.4199 -1.2148 0.0000
P1 -3.0891 -1.2148 0.0000
F1 -4.2657 -2.1688 -0.3672
F2 -3.0302 -2.3863 1.0263
F3 -3.0302 -0.2319 1.2081
F4 -2.6584 -1.2663 -1.4970
F5 -1.5306 -1.2148 0.0000
F6 -4.0199 -0.0208 -0.3703
O1 -0.6283 2.7310 0.0004
O2 -1.6735 0.9636 0.0001
N1 2.4648 -1.1728 0.0000
N2 0.4619 0.8036 0.0000
N3 2.1344 2.6180 -0.0002
N4 -0.6337 1.5400 0.0001
N5 2.7946 0.2536 -0.0001
C1 1.7595 1.2391 -0.0001
H1 1.4815 3.4065 -0.0003
H2 3.1348 2.8626 -0.0002
H3 3.7868 0.5410 -0.0001
H4 2.8506 -1.5674 -0.8468
H5 2.8506 -1.5673 0.8469
H6 0.4199 -2.9326 0.0000

=====

11.
Here is a cluster of 2 separate species, CH6FN3O2S in total in a non-equilibrium geometry from OMol25. Energies are from wB97M-V/def2-TZVPD.

Calculated values
**Kohn-Sham gap**: 9.5130 eV
**HOMO energy**: -9.3 eV
**Relative energy (zero: lowest compared OMol25 entry of this formula, charge and spin)**: 9.3 kJ/mol

CARTESIAN COORDINATES (ANGSTROEM)
S1 1.0682 -0.9444 -0.0754
F1 -0.5809 1.3434 1.6900
O1 0.5503 -2.2435 -0.3508
O2 2.2473 -0.5458 -0.7466
N1 1.0053 -0.4699 1.3852
N2 -1.4722 -0.4815 -0.7007
N3 -0.1320 1.3773 -0.8656
C1 -0.3431 0.1057 -0.6616
H1 -2.2983 -0.1197 -1.0735
H2 -0.8797 2.1379 -0.8039
H3 0.8342 1.7459 -0.8180
H4 -1.4664 -1.5352 -0.6829
H5 1.3396 -1.0273 2.1068
H6 0.1276 0.6569 1.5970

=====

12.
Here is a cluster of 2 separate species, CH6IN3O in total in a non-equilibrium geometry from OMol25. Energies are from wB97M-V/def2-TZVPD.

Calculated values
**Kohn-Sham gap (alpha / beta)**: 8.3174 / 8.3203 eV
**HOMO energy (alpha / beta)**: -8.6 / -8.6 eV
**Relative energy (zero: lowest compared OMol25 entry of this formula, charge and spin)**: 20.3 kJ/mol
**Structure (SMILES)**: [NH3+][O-].C/N=N\I

CARTESIAN COORDINATES (ANGSTROEM)
I1 -2.9180 0.4155 0.2966
O1 0.7992 0.4176 -0.4349
N1 -2.3931 -1.4984 -0.8556
N2 -1.5373 -2.1737 -0.5625
N3 -0.0143 1.4397 -0.8613
C1 -0.4464 -2.0215 0.3643
H1 0.1525 1.6042 -1.7764
H2 -0.6477 -1.7806 1.4031
H3 -1.0630 1.2179 -0.8938
H4 0.2405 -2.9137 0.3429
H5 0.2178 -1.2856 -0.1126
H6 0.1909 2.2350 -0.3034

=====

Number 1: energy -11951.623 eV. Number 2: energy -22789.431 eV. Number 3: energy -33625.121 eV. Number 4: energy -5805.661 eV. Number 5: energy -5344.073 eV. Number 6: energy -5342.826 eV. Number 7: energy -96216.202 eV. Number 8: energy -27461.477 eV. Number 9: energy -68644.099 eV. Number 10: energy -41504.423 eV. Number 11: energy -23251.249 eV. Number 12: energy -15748.126 eV.